Density functional theory data (ωB97M-V with the def2-TZVPD basis set) for one molecule with the formula C3H2N2 in a non-equilibrium geometry.

```
7
Properties=species:S:1:pos:R:3:forces:R:3:mulliken_charge:R:1
N -1.978 -1.374 -0.009 -0.079 -0.426 0.010 -0.31
C -1.127 -0.610 0.008 -0.378 0.572 0.251 0.20
C -0.228 0.525 -0.009 5.132 -1.138 1.401 -0.14
C 1.344 -0.084 -0.068 -4.275 1.215 -0.056 0.07
N 2.365 -0.581 0.019 1.098 -0.328 -0.017 -0.32
H -0.314 1.061 -0.952 -0.246 0.581 0.522 0.25
H -0.062 1.063 1.011 -1.253 -0.476 -2.109 0.24
```
Forces are in eV/Å.

Results
SMILES: N#CCC#N
Energy relative to the best compared isomer or geometry (same formula, charge and spin) (kcal per mole): 19.70
HOMO energy (eV): -12.6

---

Density functional theory data (ωB97M-V with the def2-TZVPD basis set) for an isolated ion of composition CH3N2O2 and charge +1 in a non-equilibrium geometry.

```
8
Properties=species:S:1:pos:R:3:forces:R:3:mulliken_charge:R:1
C -0.563 0.044 0.201 -0.278 4.670 -0.040 -0.02
N -0.175 -1.143 0.097 2.068 -2.397 -0.673 -0.18
N 0.505 1.108 -0.215 -2.835 -10.056 1.319 0.93
O 1.522 0.597 -0.565 3.383 -0.209 -1.209 -0.57
O 0.166 2.231 -0.127 -1.913 7.566 0.462 -0.14
H -1.533 0.408 0.539 0.322 -0.072 -0.114 0.40
H -0.725 -1.979 0.320 0.046 0.581 -0.034 0.27
H 0.804 -1.266 -0.251 -0.792 -0.083 0.288 0.32
```
Forces are in eV/Å.

Results
Expectation value of S²: 2.01
Energy relative to the best compared isomer or geometry (same formula, charge and spin) (kcal per mole): 57.57
Charge: +1
HOMO energy (alpha / beta) (eV): -13.9 / -17.7
Spin multiplicity: 3

---

Density functional theory data (ωB97M-V with the def2-TZVPD basis set) for a 3-piece molecular cluster, C16H19BrO8 overall in a non-equilibrium geometry.

```
44
Properties=species:S:1:pos:R:3:forces:R:3:mulliken_charge:R:1
C 2.260 -3.371 -1.940 0.577 -0.017 -0.477 -0.11
C 1.110 -3.053 -1.832 -0.960 1.276 -0.130 -0.91
C -0.188 -2.418 -1.967 0.650 -0.598 0.490 0.94
C -1.221 -2.934 -2.641 -0.109 0.069 -0.069 0.38
C -1.185 -4.288 -3.326 -0.610 -0.104 0.201 -0.82
C -1.349 -5.383 -2.230 -0.305 0.332 -0.735 0.43
O -0.476 -5.771 -1.553 0.308 -0.164 0.286 -0.37
Br -3.173 -6.117 -1.991 0.368 0.366 -0.210 -0.17
C -2.370 -1.918 -2.567 2.258 -1.650 -0.426 0.21
O -3.483 -2.058 -2.923 -0.449 0.640 0.033 -0.47
O -1.792 -0.788 -2.023 -1.139 1.400 1.058 -0.28
C -0.603 -1.064 -1.373 0.262 -2.421 -1.462 0.33
O -0.066 -0.434 -0.539 -0.296 0.776 0.038 -0.35
H 3.282 -3.572 -2.215 -0.404 -0.128 0.502 0.41
H -1.946 -4.405 -4.110 0.074 0.177 0.458 0.43
H -0.196 -4.437 -3.792 -0.310 0.057 0.405 0.32
C -0.684 2.703 0.233 -0.039 -0.014 -0.127 -0.47
C -1.131 4.074 0.697 0.009 -0.286 -0.027 -0.74
O -0.983 5.048 -0.339 0.215 0.383 0.199 -0.37
C -1.900 5.268 -1.301 -0.157 -0.247 -0.282 0.73
C -3.024 4.277 -1.486 -0.402 0.092 0.399 -0.87
O -1.770 6.204 -2.039 0.150 0.043 0.151 -0.55
H -1.290 2.341 -0.597 -0.059 -0.046 0.087 0.12
H -0.749 1.980 1.048 0.005 0.001 -0.030 0.29
H 0.348 2.740 -0.121 0.008 0.023 0.093 0.31
H -2.151 4.072 1.087 -0.020 -0.020 -0.092 0.40
H -0.490 4.407 1.513 0.012 0.177 -0.123 0.33
H -2.745 3.563 -2.260 0.004 0.010 0.013 0.22
H -3.911 4.823 -1.803 0.141 0.015 -0.201 0.32
H -3.297 3.741 -0.579 0.132 -0.140 -0.056 0.31
C 1.710 -0.703 4.533 -0.096 -0.091 -0.111 -0.85
C 2.926 0.139 4.204 -0.258 -0.049 0.056 -0.39
O 3.781 -0.523 3.269 0.463 0.013 0.177 -0.37
C 3.609 -0.481 1.933 -0.345 -0.059 -0.255 0.53
C 2.314 0.055 1.375 0.120 0.565 0.104 -0.64
O 4.456 -0.935 1.214 0.111 -0.022 0.197 -0.58
H 1.095 -0.882 3.651 -0.024 0.094 0.017 0.19
H 1.096 -0.211 5.288 0.028 -0.009 -0.003 0.34
H 2.017 -1.679 4.910 0.044 0.065 0.064 0.30
H 2.661 1.137 3.850 -0.037 -0.053 -0.073 0.36
H 3.523 0.280 5.105 0.147 -0.070 -0.126 0.31
H 1.638 -0.776 1.187 0.021 0.021 -0.018 0.22
H 2.528 0.561 0.436 0.010 -0.260 -0.080 0.34
H 1.823 0.786 2.014 -0.097 -0.150 0.084 0.25
```
Forces are in eV/Å.

Results
SMILES: C#CC1=C(CC(=O)Br)C(=O)OC1=O.CCOC(C)=O.CCOC(C)=O
HOMO energy (eV): -10.2

---

Density functional theory data (ωB97M-V with the def2-TZVPD basis set) for C40H47N7O3RuS2SbSe as an isolated structure in a non-equilibrium geometry.

```
102
Properties=species:S:1:pos:R:3:forces:R:3:mulliken_charge:R:1
Ru 0.654 0.274 0.992 -1.062 -0.451 2.043 1.64
N -4.180 0.820 0.716 0.167 0.099 0.021 -0.32
C -2.977 1.091 1.289 0.012 -0.072 -0.053 0.03
O -2.766 0.854 2.470 -0.183 0.309 -0.206 -0.65
C -1.968 1.735 0.351 0.081 -0.141 0.233 0.16
C -0.598 1.946 0.971 0.136 -0.532 0.389 -1.37
H -4.892 0.374 1.263 -0.036 -0.041 0.070 0.26
H -4.330 0.955 -0.267 0.023 0.000 -0.007 0.20
H -2.400 2.699 0.061 -0.002 0.027 -0.067 0.54
H -1.905 1.139 -0.562 -0.117 -0.023 -0.103 -0.08
H -0.717 2.265 2.002 0.050 0.088 0.159 0.62
H -0.045 2.708 0.430 0.064 0.013 -0.087 0.65
C 3.067 3.850 6.194 0.009 -0.078 -0.072 -1.25
C 3.301 2.816 5.128 -0.299 -0.163 0.094 0.93
C 4.530 2.682 4.500 0.149 0.094 -0.032 -0.75
C 4.625 1.712 3.524 -0.157 -0.238 -0.154 -0.22
N 3.602 0.934 3.174 0.022 -0.007 0.261 -0.32
C 2.448 1.141 3.816 0.177 0.223 -0.034 0.01
S 1.051 0.119 3.424 -0.316 0.250 -1.025 -0.14
N 2.267 2.038 4.794 0.045 0.039 -0.114 -0.49
H 3.920 3.915 6.872 -0.040 0.011 -0.026 0.35
H 2.166 3.603 6.751 0.023 0.013 0.003 0.32
H 2.930 4.831 5.732 0.000 -0.029 0.030 0.28
H 5.375 3.307 4.765 -0.054 -0.041 -0.022 0.38
H 5.558 1.537 2.993 -0.040 0.024 0.034 0.43
C 2.834 3.948 -1.746 -0.017 0.030 -0.156 -1.12
C 2.600 3.809 -3.230 -0.022 -0.035 0.037 0.40
C 3.216 4.699 -4.113 -0.012 -0.042 -0.080 -0.73
C 2.987 4.636 -5.480 -0.038 -0.018 0.073 -0.69
C 2.115 3.685 -5.992 -0.013 -0.027 0.025 -0.96
C 1.499 2.790 -5.127 0.025 0.110 0.111 -0.08
C 1.748 2.829 -3.752 -0.010 0.038 -0.037 0.21
Sb 0.739 1.382 -2.508 -0.401 -0.347 -0.620 0.67
C -1.167 1.799 -3.533 -0.052 -0.029 -0.022 0.79
C -1.732 2.962 -2.987 0.079 -0.125 0.004 -0.88
C -2.930 3.493 -3.439 0.030 -0.026 0.034 -0.82
C -3.615 2.842 -4.454 0.019 -0.058 -0.024 -0.68
C -3.079 1.690 -5.007 0.089 0.038 0.099 -0.56
C -1.856 1.157 -4.580 -0.001 0.092 0.099 1.09
C -1.362 -0.081 -5.297 -0.055 0.080 0.102 -1.52
C 1.443 -0.368 -3.573 0.242 0.017 0.106 0.41
C 2.484 -0.269 -4.494 -0.068 -0.086 0.107 -0.72
C 3.049 -1.406 -5.064 -0.011 0.053 0.011 -0.86
C 2.575 -2.659 -4.712 -0.039 -0.021 -0.008 -0.79
C 1.542 -2.769 -3.790 0.029 0.078 0.018 -0.60
C 0.977 -1.640 -3.203 0.015 0.015 -0.100 0.78
C -0.106 -1.798 -2.171 -0.022 0.120 -0.250 -1.24
H 3.661 4.629 -1.542 -0.017 -0.013 -0.007 0.45
H 3.051 2.987 -1.287 0.001 -0.013 0.013 -0.03
H 1.943 4.345 -1.253 0.008 -0.009 0.016 0.25
H 3.890 5.452 -3.718 -0.037 -0.023 0.003 0.37
H 3.480 5.338 -6.143 -0.016 -0.026 0.026 0.37
H 1.914 3.638 -7.056 0.012 -0.001 0.053 0.44
H 0.810 2.053 -5.529 0.054 0.034 0.015 0.34
H -1.207 3.475 -2.179 -0.067 -0.026 -0.086 0.43
H -3.322 4.405 -3.003 0.008 -0.021 -0.009 0.45
H -4.557 3.233 -4.821 0.033 -0.019 0.017 0.39
H -3.615 1.183 -5.803 0.028 0.024 -0.020 0.41
H -1.781 -0.990 -4.854 0.043 0.047 -0.003 0.37
H -0.282 -0.172 -5.262 0.042 -0.007 -0.010 0.05
H -1.670 -0.057 -6.345 -0.015 -0.011 0.060 0.50
H 2.869 0.705 -4.768 0.035 -0.072 0.017 0.41
H 3.866 -1.310 -5.770 -0.051 0.011 0.023 0.43
H 3.011 -3.552 -5.147 -0.027 0.042 0.018 0.37
H 1.176 -3.751 -3.507 -0.009 0.021 -0.008 0.42
H -0.387 -2.840 -2.028 -0.011 -0.027 -0.020 0.59
H -1.005 -1.230 -2.436 0.008 -0.036 0.000 0.25
H 0.251 -1.417 -1.217 0.068 0.016 0.213 -0.18
C 1.742 -4.604 0.518 -0.018 0.118 0.101 -0.83
N 2.000 -3.918 1.775 -0.046 0.058 -0.107 0.24
C 2.126 -4.720 2.975 0.061 0.045 -0.037 -0.94
C 2.039 -2.580 1.826 0.007 -0.179 -0.106 0.05
O 1.865 -1.859 0.844 0.084 0.176 -0.089 -0.49
H 2.427 -5.445 0.408 0.015 -0.020 0.018 0.38
H 1.888 -3.903 -0.297 0.016 0.027 -0.034 0.16
H 0.712 -4.967 0.485 0.007 -0.040 0.018 0.25
H 3.072 -5.265 2.990 -0.006 -0.032 -0.019 0.32
H 1.310 -5.444 3.024 -0.029 0.011 0.019 0.32
H 2.076 -4.080 3.854 0.011 0.014 -0.018 0.30
H 2.227 -2.167 2.821 -0.037 0.061 0.027 0.14
C -2.549 -4.401 2.479 0.069 0.045 0.179 -1.05
N -2.210 -3.227 3.262 -0.118 -0.177 -0.041 0.59
C -1.774 -2.042 2.764 0.149 0.088 0.375 -0.71
Se -1.264 -1.715 1.018 0.153 0.393 -0.341 -0.41
N -1.671 -1.193 3.789 -0.033 -0.128 0.256 0.75
C -1.982 -1.827 4.984 0.111 0.258 -0.267 0.33
C -1.940 -1.398 6.300 0.061 0.062 0.098 -0.69
C -2.265 -2.331 7.273 -0.005 0.026 -0.049 -0.59
C -2.631 -3.639 6.936 -0.008 0.008 -0.036 -0.56
C -2.678 -4.059 5.614 -0.027 -0.145 0.048 -0.78
C -2.334 -3.126 4.648 -0.037 -0.147 -0.224 0.39
H -2.336 -4.192 1.437 0.043 0.003 -0.070 0.31
H -3.608 -4.632 2.590 -0.019 0.022 0.017 0.34
H -1.963 -5.260 2.809 0.030 0.017 0.000 0.32
H -1.454 -0.210 3.652 0.015 0.014 -0.028 0.40
H -1.633 -0.389 6.548 -0.052 -0.072 -0.002 0.48
H -2.225 -2.046 8.317 -0.019 -0.005 -0.048 0.40
H -2.870 -4.344 7.723 -0.011 0.040 -0.031 0.39
H -2.953 -5.075 5.356 0.021 0.082 0.011 0.43
O 3.486 0.506 -1.220 0.695 0.105 -0.632 -0.42
S 3.288 0.623 0.218 -0.364 0.270 0.174 0.29
N 2.139 1.503 0.600 0.770 -0.124 -0.332 -0.49
```
Forces are in eV/Å.

Results
Expectation value of S²: 0.77
Energy relative to the best compared isomer or geometry (same formula, charge and spin) (kcal per mole): 7.60
HOMO energy (alpha / beta) (eV): -7.3 / -7.2
Spin multiplicity: 2

---

What did the second record say?
Density functional theory data (ωB97M-V with the def2-TZVPD basis set) for an isolated ion of composition CH3N2O2 and charge +1 in a non-equilibrium geometry.

```
8
Properties=species:S:1:pos:R:3:forces:R:3:mulliken_charge:R:1
C -0.563 0.044 0.201 -0.278 4.670 -0.040 -0.02
N -0.175 -1.143 0.097 2.068 -2.397 -0.673 -0.18
N 0.505 1.108 -0.215 -2.835 -10.056 1.319 0.93
O 1.522 0.597 -0.565 3.383 -0.209 -1.209 -0.57
O 0.166 2.231 -0.127 -1.913 7.566 0.462 -0.14
H -1.533 0.408 0.539 0.322 -0.072 -0.114 0.40
H -0.725 -1.979 0.320 0.046 0.581 -0.034 0.27
H 0.804 -1.266 -0.251 -0.792 -0.083 0.288 0.32
```
Forces are in eV/Å.

Results
Expectation value of S²: 2.01
Energy relative to the best compared isomer or geometry (same formula, charge and spin) (kcal per mole): 57.57
Charge: +1
HOMO energy (alpha / beta) (eV): -13.9 / -17.7
Spin multiplicity: 3